20
Properties=species:S:1:pos:R:3 method="wB97M-V/def2-TZVPD" total_charge=0 total_energy_ha=-1032.14421 mol_weight_g_mol=148.3 relative_energy_kcal_mol=28.3 smiles=CC(C)S[C@@H]1C[C@@H]1S e_homo_ev=-8.612
H -0.79 -1.48 1.26
H 3.59 0.52 -0.05
C -2.46 -1.55 -0.14
H 3.12 -0.93 -0.95
H 1.52 1.90 1.23
C 0.92 1.41 0.47
C 1.45 0.02 0.16
C -1.08 -1.12 0.31
C 2.77 0.07 -0.64
H 0.88 1.99 -0.44
S 0.28 -0.96 -0.81
H 1.77 -0.51 1.09
H -0.13 1.36 0.89
H -1.34 1.44 -1.13
S -2.59 1.20 -0.73
H -2.71 -1.60 -1.20
H -2.96 -2.32 0.40
C -2.25 -0.14 0.39
H -2.61 0.07 1.40
H 2.62 0.61 -1.52



21
Properties=species:S:1:pos:R:3 method="wB97M-V/def2-TZVPD" total_charge=0 total_energy_ha=-1430.28233 mol_weight_g_mol=180.4 relative_energy_kcal_mol=36.1 smiles="C=C(SC)C(SC)SC" e_homo_ev=-8.415
H -1.42 -0.41 -3.56
H -2.32 2.92 2.57
H -0.57 2.82 2.25
S 1.53 0.60 1.14
H 1.75 -1.58 2.37
C -0.03 0.43 -1.31
S -1.57 1.11 1.08
H -2.76 -0.50 -2.30
H -1.85 -2.04 -3.16
H 0.36 2.22 0.00
H 0.99 1.95 -2.18
H -1.78 3.38 0.94
C -1.85 -1.01 -2.78
H 1.36 -1.76 0.68
S -0.81 -1.15 -1.21
C -1.55 2.81 1.81
H 0.50 0.52 -3.29
H 0.09 -1.12 1.86
C 1.21 -1.14 1.59
C 0.06 1.13 0.28
C 0.64 0.95 -2.31



22
Properties=species:S:1:pos:R:3 method="wB97M-V/def2-TZVPD" total_charge=0 total_energy_ha=-1828.53355 mol_weight_g_mol=212.4 relative_energy_kcal_mol=17.7 smiles=C1CSSC1.C1CSSC1 e_homo_ev=-7.420
C -0.23 -1.73 -3.26
C -1.71 1.64 1.71
C 1.45 -1.40 -1.41
H -1.28 1.46 3.63
H 0.30 -3.19 -1.93
C -0.76 1.08 2.73
H -1.41 1.25 0.72
S -1.58 3.43 1.79
H -1.19 -1.98 -2.77
H -0.63 -0.01 2.85
H 1.53 -1.95 -0.46
S 0.37 0.07 -1.27
C 0.85 -2.34 -2.38
H 2.48 -1.20 -1.77
H 1.20 1.62 3.59
H 1.66 -2.77 -3.01
H 1.14 1.48 1.81
H -2.79 1.41 1.85
S -0.13 0.03 -3.25
S 0.34 3.57 2.32
C 0.58 1.82 2.70
H -0.19 -2.29 -4.22



19
Properties=species:S:1:pos:R:3 method="wB97M-V/def2-TZVPD" total_charge=0 total_energy_ha=-2637.06550 mol_weight_g_mol=163.1 relative_energy_kcal_mol=84.6 e_homo_ev=-7.084
H -0.91 -2.09 -0.81
H -0.22 1.15 1.07
H 2.19 0.27 -0.52
C -0.35 1.33 -0.91
C -1.04 0.00 -0.97
H 2.10 0.24 1.30
H 0.35 1.37 -1.81
C -0.24 -1.22 -0.91
H 0.26 -1.06 1.22
C 1.50 0.27 0.30
H 1.14 2.29 0.47
H 1.62 -1.77 0.29
C 0.74 -1.07 0.24
C 0.49 1.36 0.34
H 0.23 -1.65 -1.78
Se -2.56 0.05 0.09
H -2.80 -0.55 1.66
H -0.96 2.25 -0.90
H -3.39 -1.28 -0.15



29
Properties=species:S:1:pos:R:3 method="wB97M-V/def2-TZVPD" total_charge=+1 total_energy_ha=-6592.20277 mol_weight_g_mol=596.5 relative_energy_kcal_mol=44.9 e_homo_ev="-10.809 / -10.809"
C -1.72 -2.96 0.29
H 1.74 -1.90 -0.47
As -0.01 0.33 2.77
H -1.00 -0.69 4.84
H 2.92 0.59 0.10
H 2.78 -1.62 0.78
H -0.23 -1.95 3.83
C -1.06 1.90 3.17
H 3.07 -0.30 -1.28
C -0.85 -1.05 3.82
C 1.66 0.68 3.67
Cl -3.62 -4.14 -1.09
N -1.26 1.06 -0.31
H -0.56 2.77 2.77
Se -3.75 2.54 0.06
H -2.04 1.81 2.71
H 1.46 0.80 4.73
C -2.28 1.65 -0.13
H 2.09 1.59 3.27
Cl -4.10 -2.66 1.36
H 2.35 -0.15 3.53
N 2.03 -1.21 0.22
C -2.97 -3.71 0.48
H -1.17 2.00 4.25
H -1.81 -1.30 3.38
Cl -2.60 -5.14 1.44
N 2.44 -0.05 -0.52
N -0.75 -2.38 0.15
Pt -0.02 -0.21 0.45



29
Properties=species:S:1:pos:R:3 method="wB97M-V/def2-TZVPD" total_charge=+1 total_energy_ha=-1651.78673 mol_weight_g_mol=376.8 smiles="CCB(O)n1c(C)[nH+]c(PP(=O)(O)O)c1I" e_homo_ev=-12.693
N -0.56 -1.72 -0.59
C -1.90 4.15 -0.18
C -1.07 -0.32 -0.94
C -0.57 3.24 0.14
H -2.13 4.17 -1.33
C 0.90 -1.51 -0.26
O 0.61 -4.63 2.32
H -0.85 2.52 1.04
H -3.00 -0.96 -2.07
H 2.21 -3.81 -0.72
H 0.61 -5.08 3.23
N -0.02 0.78 -0.86
H 0.34 3.89 0.49
H 1.10 3.37 -2.36
B -0.11 2.27 -1.15
H -2.82 3.77 0.46
O 2.09 -2.54 3.41
H -2.73 0.97 -2.04
H -1.06 -2.64 -0.58
O 0.21 2.90 -2.48
P 2.03 -3.59 2.20
H -1.65 5.26 0.19
O 3.41 -4.67 2.46
C 1.26 0.09 -0.42
H 4.13 -4.37 1.79
C -2.62 -0.03 -1.42
H -3.29 0.04 -0.46
I 3.16 1.15 -0.10
P 2.31 -2.71 0.23



25
Properties=species:S:1:pos:R:3 method="wB97M-V/def2-TZVPD" total_charge=-1 total_energy_ha=-3489.08038 mol_weight_g_mol=259.1 relative_energy_kcal_mol=40.3 e_homo_ev=-4.954
H 2.12 -0.85 -2.55
C 0.83 3.07 -0.11
C 1.06 0.47 -0.46
H -0.46 -1.01 1.00
H -5.13 -0.64 0.37
C 0.43 1.64 -0.46
O -3.75 1.70 -0.07
S -3.02 0.46 0.04
C 0.09 -1.80 0.38
H 1.46 -2.40 -2.32
O -2.46 0.28 1.39
C 1.82 -1.55 -1.70
Br 2.93 0.55 0.16
H 1.78 3.28 -0.70
H 0.83 3.13 1.02
C 0.69 -0.98 -0.85
H -2.86 0.13 -1.98
H -0.51 1.61 -0.91
H -0.67 -2.52 -0.04
H 2.69 -1.78 -1.04
O -4.23 -0.68 -0.11
H 0.89 -2.34 1.03
N -2.20 0.12 -1.20
H -0.06 3.75 -0.47
H -0.31 -0.74 -1.39



29
Properties=species:S:1:pos:R:3 method="wB97M-V/def2-TZVPD" total_charge=+2 total_energy_ha=-1704.39449 mol_weight_g_mol=454.9 e_homo_ev=-17.745
C 3.25 1.11 -0.07
C 3.36 -1.36 0.71
Cl -0.77 3.48 -0.36
H -5.43 0.02 -0.51
O 0.48 2.70 0.06
H -0.91 -0.49 2.96
H -5.25 -1.60 0.22
H 3.05 -1.57 1.74
O -1.30 -0.80 -1.16
O -1.41 2.34 -1.21
C -1.23 -0.95 2.03
N -3.56 -0.87 -0.78
H 3.12 1.35 -1.13
H 4.43 -1.20 0.69
H 2.77 1.91 0.50
H -4.49 -0.18 0.98
H -2.07 -1.62 2.20
C -4.76 -0.64 0.03
C 2.59 -0.19 0.23
S -1.81 0.42 0.99
O -1.58 3.73 0.75
O -0.44 4.56 -1.16
O 1.36 -0.34 0.06
H 4.31 1.09 0.15
H 3.09 -2.24 0.12
C -2.34 -0.57 -0.47
H -3.67 -1.34 -1.68
H -0.41 -1.47 1.54
Ir -0.19 0.86 -0.54



21
Properties=species:S:1:pos:R:3 method="wB97M-V/def2-TZVPD" total_charge=0 total_energy_ha=-985.99738 mol_weight_g_mol=148.7 relative_energy_kcal_mol=79.3 e_homo_ev="-7.675 / -8.969"
C 0.75 -1.68 0.92
C -0.30 2.82 1.31
C -0.07 -0.39 -1.14
H -0.70 0.82 -2.66
H -1.31 -2.34 1.29
H 0.70 2.47 1.37
Cl -3.22 -0.48 -0.71
C -0.71 -1.55 1.33
H -0.33 -1.35 -1.62
H 1.02 -2.70 0.53
H 1.16 0.38 0.40
C 1.13 -0.60 -0.16
Si -1.43 -0.12 0.20
H 1.57 -1.58 1.67
H -0.81 3.14 2.20
H 2.05 -0.79 -0.74
H 0.66 1.43 -1.75
H -0.68 -1.25 2.37
C 0.20 0.53 -2.27
H -0.49 3.27 0.36
H 0.83 -0.03 -2.89



23
Properties=species:S:1:pos:R:3 method="wB97M-V/def2-TZVPD" total_charge=+2 total_energy_ha=-1843.96037 mol_weight_g_mol=192.1 spin_multiplicity=5 e_homo_ev="-17.088 / -18.656"
H -2.27 -0.62 1.35
H 2.79 2.40 -0.32
C -1.65 -2.09 -0.12
H -1.78 -2.25 -1.20
H -2.63 2.02 -0.16
C -1.57 1.99 0.15
C 2.90 1.39 0.08
H -1.31 2.04 1.22
H 0.79 -1.94 -1.36
C 0.44 -1.27 -0.55
H -3.07 -0.45 -0.28
O 1.78 0.65 -0.37
O -1.09 0.20 -0.02
H -2.20 -2.85 0.47
H 2.56 -1.23 -0.17
O -0.29 -2.15 0.29
Co 0.07 0.88 -1.36
H 1.55 -0.66 1.23
H 3.82 0.92 -0.29
H -1.25 3.00 -0.16
C 1.65 -0.70 0.13
H 2.91 1.43 1.18
C -2.15 -0.71 0.26



23
Properties=species:S:1:pos:R:3 method="wB97M-V/def2-TZVPD" total_charge=+1 total_energy_ha=-1172.05575 mol_weight_g_mol=285.1 relative_energy_kcal_mol=21.6 spin_multiplicity=8 e_homo_ev="-9.112 / -12.069"
H 0.58 -3.03 -2.72
H 1.81 0.64 -1.71
O -1.01 -0.44 1.39
H 1.32 -3.35 -1.12
Eu -1.03 -1.48 -0.64
C -0.29 1.51 0.29
C -1.29 -1.17 2.58
H 1.95 3.06 -1.34
H -1.77 -2.11 2.28
C 0.87 1.20 -1.76
C -0.23 0.74 1.59
C 0.97 2.61 -1.20
H -1.26 2.01 0.14
C 0.36 -3.22 -1.66
H 0.81 0.46 1.82
H -0.16 -4.19 -1.61
O -0.01 0.57 -0.82
H -1.98 -0.59 3.21
H 0.45 1.15 -2.77
H -0.36 -1.38 3.12
H -0.67 1.33 2.40
H 0.18 3.25 -1.63
O 0.74 2.42 0.19



29
Properties=species:S:1:pos:R:3 method="wB97M-V/def2-TZVPD" total_charge=+2 total_energy_ha=-1529.59986 mol_weight_g_mol=456.8 e_homo_ev=-14.751
F -1.06 2.19 -1.28
H 3.92 1.52 0.45
H -1.34 2.23 2.79
Y 2.30 3.46 0.57
F -2.31 -1.54 0.45
H 1.45 1.33 -1.41
F -3.25 2.25 -0.34
C 3.33 0.68 -0.14
H 3.80 0.39 -1.17
H -3.16 0.71 1.82
Sb -1.57 0.29 1.17
P 0.70 -0.32 0.46
H 2.02 -3.48 0.91
C -2.75 0.33 -1.88
F -1.81 -0.71 -2.35
H 1.57 2.07 0.39
H 1.90 -1.98 -1.03
H 0.21 -4.08 0.39
F -3.03 1.20 -3.08
F -4.10 -0.20 -1.47
H -1.27 -0.55 2.69
C 0.83 -1.96 -0.49
C 0.92 -3.17 0.66
O -0.80 2.05 1.97
H 0.48 -2.69 1.65
C -2.11 1.32 -0.70
C 1.73 1.09 -0.28
H 3.38 -0.29 0.54
H 0.01 -2.16 -1.30



22
Properties=species:S:1:pos:R:3 method="wB97M-V/def2-TZVPD" total_charge=+1 total_energy_ha=-663.71618 mol_weight_g_mol=242.1 relative_energy_kcal_mol=53.6 e_homo_ev="-11.644 / -11.647"
H -0.97 0.75 1.46
C 0.94 -1.55 -0.68
C 0.19 1.15 -0.32
N 0.88 2.48 0.09
H 0.09 0.95 -1.38
H -1.00 -2.35 -1.06
H -1.88 -0.27 -1.26
H -2.35 -0.78 0.47
H 1.48 -2.47 -0.60
C -1.55 -0.48 -0.16
O 1.61 -0.93 1.60
I 3.66 -0.03 -0.31
H 0.96 -1.12 -1.77
H -1.97 1.52 0.33
H 0.96 2.72 1.07
H 0.52 3.19 -0.59
C -1.08 0.82 0.44
C 1.72 -0.77 0.28
H 0.90 -1.57 1.66
C -0.56 -1.67 -0.27
H 1.96 2.22 -0.06
H -0.66 -2.29 0.69



22
Properties=species:S:1:pos:R:3 method="wB97M-V/def2-TZVPD" total_charge=+1 total_energy_ha=-986.68378 mol_weight_g_mol=258.1 relative_energy_kcal_mol=48.4 e_homo_ev=-12.578
H -0.85 1.68 -1.03
C -0.81 -0.41 -0.38
H 0.25 -0.75 1.35
C 1.42 0.72 -0.83
H 0.02 0.02 -2.34
I 3.26 0.02 0.09
C 0.44 -0.27 -1.33
S 0.51 3.50 0.32
H -1.47 -2.99 -0.01
C -0.56 -2.61 0.56
H -1.53 -0.79 -1.01
H 0.89 -1.24 -1.61
H -0.30 -2.98 1.49
H -1.49 -1.04 1.66
N -0.99 1.17 -0.03
H 0.32 -2.70 -0.08
H 1.38 3.57 1.27
H 0.34 1.44 1.63
H -1.97 1.39 0.33
H 1.60 1.66 -1.53
C 0.21 1.71 0.58
C -0.68 -1.11 0.90



22
Properties=species:S:1:pos:R:3 method="wB97M-V/def2-TZVPD" total_charge=0 total_energy_ha=-898.68217 mol_weight_g_mol=256.2 relative_energy_kcal_mol=106.5 e_homo_ev=-8.530
C -0.85 0.17 -1.94
C -3.45 -0.66 0.13
I -3.38 -0.93 2.22
H -3.78 1.17 0.30
H 2.61 -1.67 -0.78
H 1.59 0.60 2.57
H -1.83 0.09 -2.53
Si 1.11 -0.17 0.28
H 1.06 -2.55 -0.63
H 0.02 -0.23 2.68
H 2.41 -2.49 0.60
H 1.43 2.39 -0.30
H -1.57 -0.44 -0.22
H 1.65 1.41 -1.63
H -0.03 0.44 -2.69
H 2.98 1.39 -0.21
C 1.90 1.42 -0.48
O -3.83 0.48 -0.34
C 1.82 -1.93 -0.14
C 0.63 0.43 1.97
C -0.64 -0.29 -0.74
H 0.13 1.38 1.89



24
Properties=species:S:1:pos:R:3 method="wB97M-V/def2-TZVPD" total_charge=+1 total_energy_ha=-544.59833 mol_weight_g_mol=156.1 spin_multiplicity=2 e_homo_ev="-12.604 / -12.604"
H 1.59 2.01 -0.23
C -0.35 -3.26 0.19
C 0.68 1.82 0.36
H 0.50 4.38 -0.71
C -0.17 3.64 -1.18
C -0.18 -3.88 1.57
H 0.03 2.19 -2.85
H 0.59 -3.33 -0.40
H 0.76 -0.29 -0.30
H 0.42 -5.63 2.20
H 0.88 2.19 1.38
H -1.10 -3.71 2.15
H -1.08 -3.83 -0.43
H -1.13 2.94 0.62
C -0.55 2.52 -0.21
O 0.52 0.43 0.50
H -1.09 4.17 -1.47
C 0.44 3.15 -2.46
O -0.71 -1.95 0.17
H 0.66 -3.38 2.08
O 1.32 3.71 -3.06
H -1.19 1.78 -0.72
O 0.08 -5.25 1.38
Li -0.91 -0.45 1.39



20
Properties=species:S:1:pos:R:3 method="wB97M-V/def2-TZVPD" total_charge=-1 total_energy_ha=-291.00227 mol_weight_g_mol=99.2 relative_energy_kcal_mol=64.0 spin_multiplicity=2 e_homo_ev="0.478 / -2.239"
H -1.51 -1.60 -1.28
H 1.03 -1.12 -0.29
N 2.16 1.46 0.12
H -1.12 -0.44 2.74
C 0.07 -1.20 0.12
H 1.19 2.13 -1.64
H -0.77 2.21 0.48
H 1.93 2.03 0.88
H -0.57 -3.20 -0.60
C -0.54 1.40 -0.16
C 0.98 1.47 -0.76
C -0.52 -2.10 -1.04
H 0.21 -1.73 1.10
H 0.98 0.49 -1.24
C -0.73 0.02 0.58
H 2.40 0.60 0.47
H -0.14 -2.34 -2.02
H -2.42 0.55 1.81
C -1.44 0.05 1.78
H -1.20 1.32 -1.05



20
Properties=species:S:1:pos:R:3 method="wB97M-V/def2-TZVPD" total_charge=-1 total_energy_ha=-291.09283 mol_weight_g_mol=99.2 relative_energy_kcal_mol=7.2 spin_multiplicity=2 e_homo_ev="1.417 / -3.710"
H -1.21 2.02 -0.65
C 1.07 -0.34 0.00
H -1.69 -0.57 2.03
H -3.15 -0.83 1.13
H -2.04 -0.31 -1.07
H -2.30 0.77 1.17
C -0.27 1.56 -0.95
H 2.15 -2.08 0.38
H -1.17 -1.61 -0.40
H 0.43 -2.25 0.52
C -1.43 -0.55 -0.20
C -2.19 -0.33 1.09
C 2.38 0.41 -0.07
N 1.24 -1.64 0.47
H 2.58 0.55 -1.14
C -0.12 0.20 -0.29
H -0.29 1.43 -2.04
H 3.21 -0.06 0.45
H 2.22 1.40 0.38
H 0.59 2.23 -0.81



20
Properties=species:S:1:pos:R:3 method="wB97M-V/def2-TZVPD" total_charge=0 total_energy_ha=-291.14549 mol_weight_g_mol=99.2 relative_energy_kcal_mol=8.3 smiles=CCN1CCCC1 e_homo_ev=-7.994
H -2.71 0.30 1.60
C 0.83 1.16 -0.05
H 2.86 0.73 -0.71
H 0.65 1.65 -1.03
H 2.46 0.26 1.00
C -1.54 0.57 -0.23
C -2.71 -0.01 0.57
H 1.67 -1.29 -1.56
H -0.44 -1.64 -0.67
C 0.21 -1.15 0.06
H 0.85 2.02 0.63
H 2.27 -1.83 -0.05
H -1.71 0.35 -1.30
C 1.63 -1.06 -0.50
H -1.60 1.66 -0.13
H -2.66 -1.10 0.48
H -3.59 0.32 0.01
N -0.23 0.22 0.26
C 2.12 0.32 -0.03
H 0.17 -1.69 1.01



20
Properties=species:S:1:pos:R:3 method="wB97M-V/def2-TZVPD" total_charge=0 total_energy_ha=-290.92916 mol_weight_g_mol=99.2 relative_energy_kcal_mol=144.1 e_homo_ev=-7.173
H -1.70 0.80 -0.07
C -0.66 0.52 0.45
C 0.25 -0.37 -1.73
C 1.52 -0.57 0.37
H -1.59 1.22 2.23
C -0.06 -1.83 -2.10
H -0.02 2.71 2.30
H 0.51 -2.53 -1.50
H -0.56 0.25 -2.10
H 0.19 -1.96 -3.16
H 1.19 1.77 1.81
H -2.56 1.48 0.00
N 0.37 1.78 2.41
C 0.38 -0.13 -0.23
H 2.17 -1.21 -0.21
H 1.14 -0.05 -2.26
C -0.63 0.81 1.89
H 1.66 -0.50 1.44
H -1.12 -2.07 -2.01
H -0.47 -0.12 2.46